DFT (wB97M-V/def2-TZVPD) results for the ion C2HN2O3 with charge -1 in a non-equilibrium geometry.

HOMO-LUMO gap (spin up / spin down) (eV): 6.26 / 6.28
E (Ha): -411.86469
F_max (hartree/bohr): 0.111
Total charge: -1
ΔE to the lowest compared entry with this formula, charge and spin (kcal per mole): 141.6
HOMO level (spin up / spin down) (eV): -2.23 / -2.25

Last column: Mulliken charge in e.
Atoms and positions in Å:
C -0.93971 0.05227 0.11220  0.0517
C 1.38127 -0.47445 -0.03320  0.7572
N -2.12891 0.38933 0.09429  -0.4536
N 0.79323 1.83501 -0.06244  -0.5091
O -0.06291 -0.86118 0.01155  -0.2178
O 2.18848 -1.39371 -0.03585  -0.6292
O 1.61949 0.78186 -0.04189  -0.1958
H -2.85093 -0.32913 -0.04465  0.1965

---

DFT (wB97M-V/def2-TZVPD) results for a structure of composition C32H37BF3NO2 in a non-equilibrium geometry.

HOMO-LUMO gap (eV): 7.63
E (Ha): -1771.35744
F_max (hartree/bohr): 0.068
Total charge: 0
ΔE to the lowest compared entry with this formula, charge and spin (kcal per mole): 0.0
HOMO level (eV): -7.54

Last column: Mulliken charge in e.
Atoms and positions in Å:
C 1.41195 2.55362 -1.60583  -1.6602
C 2.15979 1.86398 -0.49616  1.3688
C 3.62439 2.30491 -0.47203  -1.8140
C 1.45720 1.93508 0.96367  2.0873
C 2.00363 3.02284 1.86799  -1.8688
C -0.05483 2.02189 0.92083  -1.6691
O 1.86802 0.68149 1.55366  -0.4052
B 2.58958 0.05841 0.55516  1.1996
C 3.86699 -0.68777 0.78013  0.0134
C 4.57127 -1.17618 -0.32173  -0.6517
C 5.95657 -1.18766 -0.23291  -0.7183
C 6.53430 -0.80917 0.96901  0.3749
C 8.01293 -0.55242 1.00066  0.7562
F 8.34415 0.44747 1.86772  -0.2662
F 8.69134 -1.67931 1.39020  -0.2519
F 8.49876 -0.18286 -0.22631  -0.2752
C 5.81270 -0.64083 2.14444  -0.6708
C 4.43267 -0.63446 2.06325  -0.6833
C -0.30107 -1.72733 0.40544  0.2137
C 0.69035 -2.71701 -0.26866  -1.5125
O 2.19224 0.44733 -0.74237  -0.4413
H 1.36579 3.62844 -1.38487  0.3232
H 1.97196 2.41642 -2.53757  0.4707
H 0.39091 2.17851 -1.76195  0.2309
H 3.70958 3.39071 -0.42045  0.3921
H 4.17463 1.85759 0.36880  0.1190
H 4.08535 1.92866 -1.39144  0.4406
H 1.84240 4.01048 1.40935  0.3175
H 1.46531 2.97855 2.82779  0.4684
H 3.07902 2.86620 2.06694  0.3254
H -0.35392 3.01398 0.56843  0.3651
H -0.51593 1.27475 0.26713  -0.0307
H -0.46810 1.89411 1.92702  0.5268
H 4.06733 -1.50321 -1.22110  0.4599
H 6.56956 -1.41220 -1.09343  0.4270
H 6.31470 -0.44693 3.08125  0.4186
H 3.80940 -0.56039 2.94800  0.4719
H -0.22098 -1.68355 1.51681  0.6307
H 0.15922 -0.70449 0.12299  -1.4052
H 0.26913 -3.69508 -0.53421  0.5271
H 1.09616 -2.25785 -1.19398  0.2070
H 1.50529 -2.81886 0.44950  0.3211
C -5.21282 -2.20077 3.55361  -0.9413
N -4.38586 -1.56799 2.54114  0.1444
C -3.16707 -2.02565 2.09820  -1.4309
C -2.72422 -1.26632 1.00513  -0.1953
C -1.70204 -1.84552 0.00081  2.0284
C -1.96253 -1.31292 -1.39693  -0.8084
C -3.24462 -1.49292 -1.92369  -0.1139
C -3.60818 -0.96786 -3.15373  -0.9563
C -2.67803 -0.22183 -3.90351  1.1867
C -3.12641 0.37424 -5.19513  -1.5732
C -1.39100 -0.06088 -3.39417  -1.3651
C -1.03168 -0.60572 -2.14553  0.5189
C -3.72042 -0.21250 0.84535  0.6004
C -3.96842 0.84670 -0.04704  0.3168
C -5.20756 1.50366 -0.04702  -1.0427
C -6.22374 1.16665 0.84873  -0.6064
C -6.01239 0.16266 1.80288  -0.9499
C -4.75040 -0.45767 1.79952  0.0423
H -6.15112 -1.64569 3.67197  0.2789
H -5.45955 -3.24464 3.29771  0.3305
H -4.70085 -2.21776 4.52658  0.3188
H -2.73428 -2.91842 2.53592  0.5528
H -1.95023 -2.92205 -0.00282  0.7959
H -3.99782 -2.06711 -1.35703  0.3492
H -4.62000 -1.10599 -3.55452  0.3762
H -2.31572 0.90463 -5.70083  0.3491
H -3.52053 -0.39233 -5.87228  0.3523
H -3.94375 1.08467 -5.01526  0.3146
H -0.62439 0.50765 -3.95881  0.2722
H -0.00705 -0.48256 -1.79180  0.3082
H -3.19456 1.12101 -0.76143  0.4616
H -5.39110 2.28769 -0.78743  0.3832
H -7.17119 1.70609 0.83406  0.3771
H -6.78030 -0.12838 2.51619  0.1924

---

DFT (wB97M-V/def2-TZVPD) results for the molecule C23H26N4O6S.

HOMO-LUMO gap (eV): 8.77
E (Ha): -1960.66532
F_max (hartree/bohr): 0.019
Total charge: 0
ΔE to the lowest compared entry with this formula, charge and spin (kcal per mole): 65.5
HOMO level (eV): -8.51
SMILES: N#Cc1ccc(OCC(=O)Nc2cc(S(=O)(=O)N3CCOCC3)ccc2N2CCOCC2)cc1

Last column: Mulliken charge in e.
Atoms and positions in Å:
N -2.36581 7.50720 6.20992  -0.4955
C -2.11862 6.58972 5.56851  0.0236
C -1.81355 5.45932 4.77794  0.3619
C -1.53587 5.60873 3.41672  -0.8510
C -1.23941 4.50381 2.65337  -0.3172
C -1.21317 3.22993 3.22823  0.7982
O -0.90741 2.21115 2.37783  -0.1393
C -0.85048 0.89244 2.87628  -0.3628
C -0.48610 -0.08772 1.75507  -0.0411
O -0.13502 -1.21788 2.00190  -0.6566
N -0.59710 0.45156 0.52109  -0.1815
C -0.34310 -0.19042 -0.69894  -0.4887
C -0.62752 -1.53649 -0.86129  -0.0448
C -0.43940 -2.13257 -2.09269  -0.4646
S -0.75360 -3.87720 -2.29191  1.3410
O -1.69491 -4.31213 -1.29937  -0.7010
O -1.04359 -4.14386 -3.67059  -0.7630
N 0.78531 -4.49753 -1.97919  0.0756
C 1.04199 -5.77588 -2.61804  -0.5435
C 2.51891 -6.11837 -2.42513  -0.6069
O 2.85072 -6.17066 -1.05693  -0.3787
C 2.57725 -4.94550 -0.42079  -0.7869
C 1.10595 -4.54904 -0.56611  -0.1638
C -0.00883 -1.39642 -3.17756  -1.5016
C 0.27298 -0.05172 -3.02377  -0.4895
C 0.14975 0.57514 -1.78093  1.5301
N 0.40693 1.92855 -1.57381  0.0789
C 1.41270 2.31139 -0.59176  -0.3452
C 2.78268 2.48078 -1.26345  -0.7496
O 2.73206 3.43511 -2.29780  -0.4195
C 1.81229 3.04555 -3.29344  -0.3770
C 0.41247 2.85189 -2.69396  -1.0360
C -1.49032 3.08040 4.58388  -0.2838
C -1.78841 4.19004 5.35138  -0.9347
H -1.55582 6.59180 2.97124  0.4364
H -1.02417 4.59944 1.60072  0.4411
H -1.82190 0.58049 3.28425  0.4420
H -0.09547 0.79362 3.66606  0.4219
H -0.81772 1.43830 0.46476  0.3749
H -1.02558 -2.11541 -0.04470  0.6098
H 0.78907 -5.67323 -3.67257  0.4361
H 0.42112 -6.56578 -2.17130  0.3230
H 2.74267 -7.10560 -2.83167  0.3565
H 3.13590 -5.36042 -2.93058  0.3294
H 2.83485 -5.08172 0.63035  0.3522
H 3.20498 -4.15230 -0.85530  0.3708
H 0.93715 -3.56267 -0.13400  0.1543
H 0.46566 -5.27852 -0.05145  0.2814
H 0.09608 -1.88833 -4.13046  0.5106
H 0.60996 0.51041 -3.87984  0.3351
H 1.49381 1.55879 0.19019  0.3370
H 1.11367 3.26774 -0.14855  0.2279
H 3.51858 2.84698 -0.54606  0.3835
H 3.11453 1.50870 -1.66223  0.3469
H 1.80522 3.84748 -4.03327  0.3789
H 2.15950 2.11642 -3.76992  0.3008
H -0.29382 2.51472 -3.45171  0.5422
H 0.07293 3.81955 -2.30587  0.3657
H -1.47727 2.10873 5.05078  0.4269
H -2.00387 4.07488 6.40308  0.4293

---

DFT (wB97M-V/def2-TZVPD) results for a structure of composition C21H21N3O6SV in a non-equilibrium geometry.

HOMO-LUMO gap (spin up / spin down) (eV): 3.61 / 4.35
E (Ha): -2770.82080
F_max (hartree/bohr): 0.046
Total charge: -2
Spin multiplicity: 2
HOMO level (spin up / spin down) (eV): 1.12 / 0.38
⟨S²⟩: 0.94

Last column: Mulliken charge in e.
Atoms and positions in Å:
V 0.14797 -0.09160 -0.30483  0.1478
C -1.73420 3.52200 0.41922  -1.3912
C -1.69768 2.10302 -0.07790  1.2942
O -0.52749 1.74784 -0.63152  -0.7514
C -2.80454 1.29092 0.02984  -1.1147
C -2.87380 -0.06842 -0.36835  0.9429
C -4.18041 -0.77103 -0.55821  -1.3545
N -1.69160 -0.70050 -0.62735  0.3056
N -1.71588 -1.89062 -1.38210  -0.6968
C -0.59977 -1.94256 -2.05240  0.8143
O 0.32148 -1.01166 -2.07112  -0.8386
C -0.33090 -3.16385 -2.87524  0.3835
C 0.88285 -3.26413 -3.55912  -0.3350
C 1.15025 -4.37765 -4.34636  -0.6679
C 0.21796 -5.40223 -4.45073  -0.2963
C -0.98900 -5.30986 -3.76294  -0.5487
C -1.26122 -4.20130 -2.97692  -0.3209
H -0.99680 3.66141 1.21958  0.2615
H -1.46441 4.21610 -0.38862  0.2788
H -2.71982 3.79234 0.80423  0.3349
H -3.70586 1.74258 0.43521  0.0533
H -4.99559 -0.10442 -0.26910  0.3925
H -4.33904 -1.08200 -1.59913  0.2502
H -4.24486 -1.69124 0.04158  0.2471
H 1.60382 -2.47098 -3.42138  0.3638
H 2.10024 -4.44941 -4.86451  0.3567
H 0.43213 -6.27760 -5.05550  0.3412
H -1.71952 -6.10878 -3.83350  0.3524
H -2.19159 -4.11017 -2.43195  0.4527
C 5.05862 3.58759 1.82464  -1.4838
C 4.49836 2.24963 1.42426  1.1155
C 3.44565 2.16064 0.51776  -1.1892
C 2.88586 0.93935 0.18758  0.3118
C 3.37706 -0.23281 0.75570  -0.0090
C 4.42349 -0.15342 1.66031  -0.4039
C 4.97954 1.07622 1.98851  -0.6674
S 2.68267 -1.84372 0.34673  1.3241
O 3.32912 -2.77521 1.24922  -0.8434
O 2.94017 -1.99507 -1.06298  -0.6733
N 1.13390 -1.70802 0.61640  -0.2258
C 0.76396 -1.72366 2.04993  -0.7398
C 0.54955 -0.31277 2.60556  0.6781
O 0.64268 -0.11094 3.81653  -0.8344
O 0.23566 0.54260 1.70750  -0.6388
H 4.86723 4.33996 1.05856  0.3672
H 6.13661 3.53659 1.98972  0.3786
H 4.60156 3.94148 2.75222  0.2761
H 3.02759 3.05915 0.07945  0.3395
H 2.05796 1.00121 -0.51892  0.2684
H 4.78184 -1.06918 2.11080  0.4408
H 5.79111 1.11938 2.70796  0.3186
H 1.49641 -2.26634 2.64676  0.3272
H -0.19430 -2.24445 2.13769  0.3059